1.
An isolated molecule of C19H23NO5, computed with ωB97M-V with the def2-TZVPD basis set.

Element x y z (Å)
C  -0.3616  2.2357  0.5549
C  -0.2244  0.8820  -0.0333
C  0.8338  0.3941  -0.7827
C  2.0949  0.9768  -1.2019
O  2.9656  0.3426  -1.7648
O  2.1777  2.2830  -0.9160
C  3.4213  2.9185  -1.1657
C  4.3930  2.6735  0.0005
O  3.8810  3.0695  1.2456
C  4.2839  4.3354  1.7441
C  3.6756  5.5112  0.9760
C  3.8490  4.3644  3.2064
N  0.5662  -0.9184  -1.1153
C  -0.6179  -1.2809  -0.6098
C  -1.1505  -0.1898  0.0761
C  -2.4280  -0.2574  0.7634
O  -2.9554  0.6637  1.3501
C  -3.0649  -1.6413  0.7203
C  -2.7908  -2.4031  -0.5846
C  -3.5000  -3.7176  -0.5763
C  -4.5422  -4.1885  -1.3186
C  -4.8022  -5.5015  -0.8529
C  -3.8999  -5.7293  0.1365
O  -3.1075  -4.6578  0.3123
C  -1.2758  -2.6007  -0.7606
H  -1.1928  2.2513  1.2536
H  -0.5471  2.9671  -0.2309
H  0.5610  2.5209  1.0566
H  3.1838  3.9756  -1.2830
H  3.8644  2.5205  -2.0856
H  4.5647  1.5934  0.0706
H  5.3480  3.1695  -0.2171
H  5.3849  4.4040  1.6875
H  3.8733  6.4358  1.5122
H  4.1054  5.5976  -0.0193
H  2.6000  5.3770  0.8912
H  4.2002  5.2727  3.6873
H  4.2554  3.5029  3.7286
H  2.7650  4.3225  3.2647
H  1.2083  -1.4785  -1.6557
H  -4.1389  -1.5334  0.8815
H  -2.6575  -2.2124  1.5601
H  -3.1764  -1.8164  -1.4245
H  -5.0602  -3.6678  -2.0975
H  -5.5553  -6.1740  -1.2083
H  -3.7229  -6.5778  0.7670
H  -1.0544  -3.0422  -1.7352
H  -0.9172  -3.2910  0.0103

Output
E_HOMO: -8.6 eV

=====

2.
A structure of composition C19H24B2F5N6NaSe2, computed with ωB97M-V with the def2-TZVPD basis set.

Element x y z (Å)
Na  -0.2248  -0.2508  0.1272
C  -1.3046  -2.2645  4.2351
C  -1.7008  -1.6744  3.0252
N  -0.6536  -1.3814  2.2720
N  0.4320  -1.7736  2.9639
C  0.0703  -2.3039  4.1453
B  1.8718  -1.5853  2.4374
N  2.2125  -0.0830  2.3167
C  3.1327  0.5973  3.0205
C  3.1151  1.9105  2.5991
C  2.1229  1.9296  1.6072
N  1.5880  0.7299  1.4443
N  2.0727  -2.2959  1.0838
C  2.9672  -3.2590  0.7996
C  2.8583  -3.5703  -0.5387
C  1.8431  -2.7174  -0.9998
N  1.3790  -1.9596  -0.0201
H  -1.9252  -2.6128  5.0425
H  -2.6944  -1.4669  2.6638
H  0.8168  -2.6728  4.8282
H  2.6290  -2.0791  3.2426
H  3.7274  0.0963  3.7655
H  3.7228  2.7266  2.9505
H  1.7753  2.7527  1.0023
H  3.6114  -3.6482  1.5696
H  3.4241  -4.2967  -1.0966
H  1.4337  -2.6132  -1.9916
C  -1.7651  2.6782  -2.3167
Se  -0.3407  2.3925  -1.0151
C  -1.3153  3.8152  0.3189
C  -2.7107  3.6001  0.8701
Se  -2.9303  1.9092  1.8463
C  -3.6925  0.8729  0.3850
H  -1.8525  1.7996  -2.9477
H  -1.5310  3.5489  -2.9302
H  -2.7037  2.8439  -1.7932
H  -1.2678  4.7870  -0.1945
H  -0.5987  3.8477  1.1482
H  -3.4700  3.5726  0.0840
H  -3.0274  4.3779  1.5766
H  -4.6564  1.2845  0.0907
H  -3.8309  -0.1542  0.7134
H  -3.0154  0.8721  -0.4640
F  2.9346  -1.2523  -5.2214
C  2.1873  -0.4879  -4.3556
C  2.7944  0.5661  -3.7079
C  2.0191  1.3300  -2.8372
C  0.6674  1.0811  -2.6018
C  0.1180  -0.0124  -3.2812
C  0.8599  -0.8028  -4.1593
H  3.8454  0.7691  -3.8807
H  2.4989  2.1560  -2.3136
H  -0.9183  -0.2904  -3.1190
H  0.4224  -1.6525  -4.6708
F  -4.0511  -2.2433  -0.3329
B  -3.4120  -1.9440  -1.5467
F  -3.2750  -3.1037  -2.3192
F  -4.1587  -0.9863  -2.2497
F  -2.1267  -1.4091  -1.2708

Output
net charge: -2
E_HOMO: -0.9 eV

=====

3.
A structure of composition C19H24BF8N4NiO3, computed with ωB97M-V with the def2-TZVPD basis set.

Element x y z (Å)
Ni  0.5574  -0.0811  -0.8993
C  2.3504  -1.3380  -3.2487
N  2.4054  -0.3391  -2.1771
C  2.6661  0.9852  -2.7532
C  3.4478  -0.7251  -1.2327
C  3.4987  0.1626  -0.0133
N  2.1550  0.5173  0.4084
C  2.0282  1.0740  1.6346
C  0.9297  1.9287  1.9590
F  0.1672  2.3844  0.9596
C  0.6775  2.4211  3.2087
F  -0.4067  3.1981  3.3890
C  1.5208  2.1840  4.2788
C  2.6481  1.4580  3.9847
F  3.5359  1.2117  4.9668
C  2.9166  0.9456  2.7338
F  4.0602  0.2266  2.6247
H  3.3049  -1.3588  -3.7966
H  1.5403  -1.1176  -3.9319
H  2.1661  -2.3240  -2.8231
H  3.6376  1.0051  -3.2612
H  2.6510  1.7440  -1.9705
H  1.8829  1.2213  -3.4726
H  4.4276  -0.7230  -1.7250
H  3.2318  -1.7494  -0.9215
H  4.0813  1.0698  -0.2408
H  4.0639  -0.3787  0.7409
H  1.3239  2.5770  5.2662
C  -3.3073  -0.7793  -1.2108
N  -3.6756  0.1162  -0.0644
C  -4.8008  -0.4795  0.6923
C  -2.4941  0.4770  0.8410
C  -1.6750  -0.6959  1.3015
C  -2.0724  -1.4127  2.4362
C  -1.3610  -2.5276  2.8514
C  -0.2356  -2.9103  2.1279
C  0.1778  -2.1544  1.0359
C  -0.5122  -1.0145  0.5898
H  -4.1741  -0.9019  -1.8557
H  -2.9883  -1.7405  -0.8301
H  -2.4934  -0.3380  -1.7636
H  -3.9576  1.0056  -0.4709
H  -4.4564  -1.4098  1.1308
H  -5.6263  -0.6792  0.0131
H  -5.1219  0.2009  1.4793
H  -2.9253  1.0363  1.6728
H  -1.8801  1.1379  0.2520
H  -2.9406  -1.0862  3.0084
H  -1.6701  -3.0821  3.7298
H  0.3348  -3.7845  2.4340
H  1.0960  -2.4554  0.5270
O  -2.2417  -2.0799  -3.3942
N  -1.0977  -1.5811  -3.4441
O  -0.5930  -1.2254  -4.5258
O  -0.4703  -1.3764  -2.3312
F  -2.4564  2.6137  -1.1931
B  -1.2680  2.7529  -1.9958
F  -0.5116  3.8407  -1.5707
F  -1.6064  2.8298  -3.3464
F  -0.4650  1.5239  -1.8143

Output
multiplicity: 3
net charge: -1
E_HOMO (alpha / beta): -4.4 / -4.4 eV

=====

The evaluated ΔE to the lowest compared entry with this formula, charge and spin for the records listed, in turn: 0.887, 0.259, 1.107 eV.
The evaluated F_max for the records listed, in turn: 1.0, 0.4, 1.2 eV/Å.